Entry 1:
The following is a quantum chemistry calculation of a molecular structure, C7H18CuN4O, from OMol25.

ORCA input file:
```
! RIJCOSX wB97M-V def2-TZVPD def2/J DEFGRID3
* xyz 1 1
H -2.205 -0.574 -0.979
H 0.619 -2.966 1.791
H 1.674 -2.167 2.956
H -2.741 0.848 -0.074
H 2.753 1.175 -2.353
H 0.938 0.510 1.244
C -2.307 -2.926 0.878
H -1.956 -2.845 -0.151
H -3.174 -0.961 1.081
C 0.992 -1.998 2.123
N 2.994 1.927 -2.972
H 0.229 -0.157 2.975
C -0.157 -1.098 2.576
C -1.872 0.347 -0.503
C -0.844 0.075 0.558
H -2.673 -1.681 2.591
H 3.375 3.979 -4.406
H -1.630 -3.586 1.419
N 2.652 4.077 -3.717
N 0.291 0.726 0.498
C -2.392 -1.556 1.546
Cu 0.819 2.076 -0.705
H -3.292 -3.391 0.869
H 2.166 4.953 -3.648
N -1.130 -0.807 1.521
H 3.721 1.782 -3.649
C 2.324 3.092 -2.871
H -1.447 0.998 -1.261
H -0.695 -1.581 3.388
O 1.414 3.284 -2.030
H 1.556 -1.554 1.302
*
```

- E_LUMO: -2.348 eV
- Molar mass: 237.794 g/mol
- HOMO: -12.24 eV

***

Entry 2:
The following is a quantum chemistry calculation of 3 unconnected molecules or ions with the total composition C3H9NO2, from OMol25.

ORCA input file:
```
! RIJCOSX wB97M-V def2-TZVPD def2/J DEFGRID3
* xyz 0 1
N -1.062 -0.879 1.500
H -2.948 -0.768 0.586
H 4.174 0.966 -6.049
C 0.306 -0.672 1.179
H 4.229 0.042 -4.827
H 1.776 0.539 0.322
O -3.644 -0.201 0.939
H -0.626 -0.178 3.358
H 1.022 -1.456 1.425
H -2.270 0.362 2.634
H -4.338 -0.158 0.278
O 3.875 0.882 -5.138
H 0.140 1.339 0.626
C -1.379 -0.255 2.568
C 0.744 0.438 0.599
*
```

- E_LUMO: 0.852 eV
- Energy relative to the best compared isomer or geometry (same formula, charge and spin): 79.0 kcal per mole
- Molar mass: 91.110 g/mol
- SMILES: C=CN=C.O.O
- HOMO: -9.25 eV

***

Entry 3:
The following is a quantum chemistry calculation of C5H4ClNO in the gas phase, from OMol25.

ORCA input file:
```
! RIJCOSX wB97M-V def2-TZVPD def2/J DEFGRID3
* xyz 0 1
H -2.016 1.103 0.806
C 1.233 0.685 -0.214
N 2.686 -2.070 0.702
C 0.036 1.187 0.108
C -1.863 -0.521 -0.356
O 1.432 -0.557 -0.741
C 2.075 -1.348 0.026
H 2.268 1.130 -0.132
C -1.220 0.507 0.205
Cl -3.381 -1.138 0.244
H -1.394 -1.263 -1.102
H 0.144 2.285 0.454
*
```

- E_LUMO: -0.103 eV
- Energy relative to the best compared isomer or geometry (same formula, charge and spin): 74.2 kcal per mole
- Molar mass: 129.546 g/mol
- SMILES: N#CO/C=C\C=C\Cl
- HOMO: -9.46 eV

***

Entry 4:
The following is a quantum chemistry calculation of C8H9N3 in the gas phase, from OMol25.

ORCA input file:
```
! RIJCOSX wB97M-V def2-TZVPD def2/J DEFGRID3
* xyz 0 1
H 1.958 -0.553 1.176
H -0.625 -2.820 -0.672
C -0.883 -0.820 -0.286
H 1.797 3.731 0.234
H 0.866 -1.938 -1.080
N -1.676 1.153 -1.027
H -2.420 -1.820 0.573
C 0.160 0.233 0.054
C 1.355 2.701 0.059
C -0.403 1.441 -0.436
C 1.418 0.294 0.622
H 3.066 1.510 0.752
C -0.213 -1.951 -1.104
H -1.679 -0.258 1.526
C -1.532 -1.229 1.046
C 2.045 1.546 0.563
N 0.104 2.646 -0.352
H -0.867 -2.036 1.504
N -1.937 -0.042 -0.962
H -0.535 -1.789 -2.190
*
```

- E_LUMO: 0.008 eV
- Energy relative to the best compared isomer or geometry (same formula, charge and spin): 51.2 kcal per mole
- Molar mass: 147.181 g/mol
- SMILES: CC1(C)N=Nc2ncccc21
- HOMO: -9.30 eV

***

Entry 5:
The following is a quantum chemistry calculation of C5H8 in the gas phase, from OMol25.

ORCA input file:
```
! RIJCOSX wB97M-V def2-TZVPD def2/J DEFGRID3
* xyz 0 1
C -0.542 1.060 -0.612
H -0.222 -0.860 1.689
H 1.445 1.920 -0.398
C -1.214 -0.198 -0.139
H -1.193 1.843 -1.034
C 1.220 -0.269 0.155
H 1.610 -0.741 -0.749
H -2.023 0.182 0.490
C 0.755 1.086 -0.308
C -0.091 -0.952 0.606
H 2.046 -0.264 0.879
H -1.696 -0.798 -0.925
H -0.095 -2.008 0.345
*
```

- E_LUMO: 1.234 eV
- Energy relative to the best compared isomer or geometry (same formula, charge and spin): 4.9 kcal per mole
- Molar mass: 68.119 g/mol
- SMILES: C1=CCCC1
- HOMO: -8.95 eV

***

Entry 6:
The following is a quantum chemistry calculation of C15H20N2O2 in the gas phase, from OMol25.

ORCA input file:
```
! RIJCOSX wB97M-V def2-TZVPD def2/J DEFGRID3
* xyz 0 1
C -2.178 -1.621 0.321
C -1.787 0.561 1.675
H -0.108 2.462 2.787
H 1.464 -0.028 1.295
C -0.953 1.672 -0.395
H 1.254 4.120 1.587
C -0.938 1.625 0.996
H 2.486 -1.480 -2.381
H -1.579 0.970 -0.924
H 0.534 -0.287 2.786
H -2.845 0.746 1.421
C 0.922 -0.768 1.890
C 0.635 3.433 1.030
H 1.284 -0.910 -1.225
C -0.848 1.809 -3.215
C 0.629 3.480 -0.346
O -1.635 0.528 3.082
C -0.166 2.591 -1.074
H 1.233 4.190 -0.888
H 2.862 -1.467 -0.658
H -1.923 1.931 -3.045
H -0.617 2.064 -4.249
O -0.095 2.700 -2.428
C -0.219 -2.460 0.408
H 0.596 -4.378 0.155
C -1.436 -0.773 1.095
H -0.567 0.768 -3.027
C 0.944 -3.344 0.128
N -1.413 -2.658 -0.097
H 0.737 -3.209 -2.002
C -0.142 2.505 1.708
C 1.526 -3.058 -1.264
N -0.177 -1.319 1.148
H -1.993 1.344 3.448
C 2.073 -1.641 -1.388
H 2.324 -3.775 -1.466
H 1.609 -1.561 2.183
H -3.211 -1.547 0.043
H 1.719 -3.217 0.885
*
```

- E_LUMO: 0.696 eV
- Energy relative to the best compared isomer or geometry (same formula, charge and spin): 35.4 kcal per mole
- Molar mass: 260.337 g/mol
- SMILES: CCCc1ncc([C@@H](O)c2cccc(OC)c2)n1C
- HOMO: -8.28 eV

***

Please write out number 1 again, unchanged.
The following is a quantum chemistry calculation of a molecular structure, C7H18CuN4O, from OMol25.

ORCA input file:
```
! RIJCOSX wB97M-V def2-TZVPD def2/J DEFGRID3
* xyz 1 1
H -2.205 -0.574 -0.979
H 0.619 -2.966 1.791
H 1.674 -2.167 2.956
H -2.741 0.848 -0.074
H 2.753 1.175 -2.353
H 0.938 0.510 1.244
C -2.307 -2.926 0.878
H -1.956 -2.845 -0.151
H -3.174 -0.961 1.081
C 0.992 -1.998 2.123
N 2.994 1.927 -2.972
H 0.229 -0.157 2.975
C -0.157 -1.098 2.576
C -1.872 0.347 -0.503
C -0.844 0.075 0.558
H -2.673 -1.681 2.591
H 3.375 3.979 -4.406
H -1.630 -3.586 1.419
N 2.652 4.077 -3.717
N 0.291 0.726 0.498
C -2.392 -1.556 1.546
Cu 0.819 2.076 -0.705
H -3.292 -3.391 0.869
H 2.166 4.953 -3.648
N -1.130 -0.807 1.521
H 3.721 1.782 -3.649
C 2.324 3.092 -2.871
H -1.447 0.998 -1.261
H -0.695 -1.581 3.388
O 1.414 3.284 -2.030
H 1.556 -1.554 1.302
*
```

- E_LUMO: -2.348 eV
- Molar mass: 237.794 g/mol
- HOMO: -12.24 eV